[1]
The following is a quantum chemistry calculation of C19H25N4OP2SW as an isolated structure, from OMol25.

Results
* ΔE to the lowest compared entry with this formula, charge and spin: 0.000 eV
* gap between HOMO and LUMO (alpha / beta): 4.986 / 5.370 eV
* spin multiplicity: 3
* E_LUMO (alpha / beta): -11.27 / -10.95 eV
* calculated total energy: -2180.3529 Ha
* expectation value of S²: 2.02
* charge: +3

Last column: Mulliken charge in e.
Atoms and positions in Å:
1 W 0.642 0.034 0.791  0.3839
2 C -0.238 0.325 4.506  -1.3074
3 P 0.996 -0.269 3.319  0.6139
4 C 2.595 0.276 3.953  -1.2843
5 C 0.961 -2.091 3.424  -0.8639
6 C -0.324 -2.683 2.833  -1.0102
7 P -0.778 -1.969 1.206  0.5769
8 C -0.761 -3.252 -0.051  -1.3801
9 C -2.468 -1.327 1.295  -1.2236
10 H -0.012 -0.100 5.486  0.4593
11 H -1.252 0.036 4.229  0.3406
12 H -0.191 1.410 4.599  0.4878
13 H 2.725 -0.096 4.971  0.4667
14 H 2.640 1.366 3.970  0.3948
15 H 3.403 -0.102 3.328  0.3684
16 H 1.077 -2.399 4.466  0.6097
17 H 1.839 -2.462 2.890  0.4064
18 H -1.180 -2.535 3.496  0.4618
19 H -0.219 -3.762 2.705  0.5362
20 H -1.467 -4.028 0.257  0.4950
21 H 0.234 -3.688 -0.139  0.4069
22 H -1.060 -2.846 -1.016  0.4202
23 H -3.110 -2.150 1.623  0.5004
24 H -2.799 -0.997 0.310  0.3962
25 H -2.569 -0.510 2.011  0.2914
26 N -0.645 1.324 -3.090  -0.0454
27 C -0.030 0.635 -4.189  0.3665
28 C -0.250 1.102 -5.470  -0.6663
29 C 0.380 0.470 -6.535  -0.7106
30 C 1.229 -0.598 -6.300  -0.6953
31 C 1.456 -1.050 -5.002  -0.7733
32 C 0.810 -0.437 -3.945  0.8540
33 S 1.051 -1.103 -2.322  -0.0949
34 N 0.359 0.148 -1.322  -0.4767
35 C -0.380 1.120 -1.816  0.5214
36 C -0.915 2.076 -0.794  1.2823
37 C -1.686 3.179 -1.064  -0.6258
38 C -2.106 3.994 -0.009  -0.6798
39 C -1.731 3.687 1.285  -0.7603
40 C -0.940 2.572 1.494  0.3068
41 N -0.548 1.771 0.484  0.1446
42 H -1.236 2.101 -3.347  0.0515
43 H -0.901 1.951 -5.643  0.4101
44 H 0.208 0.822 -7.543  0.4319
45 H 1.727 -1.088 -7.126  0.4285
46 H 2.128 -1.883 -4.831  0.4502
47 H -1.972 3.442 -2.073  0.4463
48 H -2.714 4.866 -0.214  0.4855
49 H -2.028 4.300 2.125  0.4831
50 H -0.597 2.301 2.482  0.1295
51 O 4.655 -0.713 -0.282  -0.2801
52 C 3.575 -0.621 0.086  0.8001
53 N 2.419 -0.550 0.497  -0.3306

[2]
The following is a quantum chemistry calculation of a 2-piece molecular cluster, C19H25O3 overall, from OMol25.

Results
* gap between HOMO and LUMO: 6.681 eV
* E_LUMO: -5.21 eV
* calculated total energy: -964.4376 Ha
* charge: +1

Last column: Mulliken charge in e.
Atoms and positions in Å:
1 C 5.810 -1.629 1.372  -0.8133
2 O 5.519 -0.651 0.403  -0.4191
3 C 4.180 -0.564 0.048  0.9694
4 C 3.829 0.344 -0.962  -0.7614
5 C 2.541 0.453 -1.399  -0.6674
6 C 1.509 -0.341 -0.845  0.7722
7 C 0.208 -0.254 -1.391  -0.2997
8 C -0.907 -1.094 -1.158  0.4344
9 C -2.173 -0.709 -1.658  -0.5864
10 C -3.289 -1.452 -1.405  -0.7670
11 C -3.225 -2.621 -0.631  0.9803
12 O -4.412 -3.296 -0.380  -0.4204
13 C -4.292 -4.396 0.490  -0.8199
14 C -1.963 -3.047 -0.188  -0.4719
15 C -0.836 -2.328 -0.470  -0.9012
16 C 1.855 -1.175 0.244  -0.8569
17 C 3.152 -1.304 0.654  -0.6838
18 H 6.878 -1.586 1.592  0.2466
19 H 5.252 -1.435 2.288  0.3388
20 H 5.563 -2.619 0.986  0.3691
21 H 4.610 0.946 -1.392  0.4726
22 H 2.301 1.150 -2.181  0.4376
23 H 0.045 0.558 -2.077  0.3482
24 H -2.253 0.186 -2.249  0.4210
25 H -4.248 -1.159 -1.793  0.4710
26 H -5.279 -4.844 0.613  0.2453
27 H -3.614 -5.141 0.073  0.3359
28 H -3.928 -4.061 1.462  0.3724
29 H -1.874 -3.965 0.365  0.4009
30 H 0.120 -2.753 -0.224  0.7441
31 H 1.084 -1.658 0.817  0.6713
32 H 3.382 -1.979 1.457  0.4002
33 C 0.277 3.879 -0.173  -1.5270
34 C -0.922 3.257 0.553  1.4642
35 C -1.254 4.085 1.802  -1.6503
36 C -2.136 3.215 -0.387  -1.4320
37 O -0.571 1.916 0.946  -0.4757
38 H 0.532 3.293 -1.055  0.2685
39 H 0.060 4.899 -0.487  0.4008
40 H 1.147 3.896 0.481  0.4041
41 H -2.102 3.657 2.336  0.4177
42 H -0.402 4.108 2.481  0.3812
43 H -1.506 5.111 1.533  0.3819
44 H -2.998 2.774 0.113  0.4081
45 H -2.410 4.220 -0.709  0.4182
46 H -1.914 2.620 -1.273  0.2326
47 H -1.346 1.492 1.376  0.3450

[3]
The following is a quantum chemistry calculation of C19H26B2Br2F10N2O7S3 as an isolated structure, from OMol25.

Results
* gap between HOMO and LUMO: 7.287 eV
* E_LUMO: -1.93 eV
* calculated total energy: -8766.7677 Ha

Last column: Mulliken charge in e.
Atoms and positions in Å:
1 C 0.620 -2.993 -1.449  -0.2355
2 C 0.552 -2.025 -0.747  -1.5048
3 C 0.416 -0.729 -0.043  0.7956
4 C 1.091 -0.970 1.319  -1.0457
5 C 0.557 -2.151 2.146  -1.1606
6 C 1.679 -3.043 2.663  0.4003
7 F 2.621 -2.289 3.240  -0.2995
8 Br 2.432 -4.228 1.332  -0.0742
9 C 1.010 -3.878 3.823  0.4692
10 F 0.862 -3.084 4.876  -0.1203
11 F -0.193 -4.298 3.426  -0.2059
12 Br 2.003 -5.477 4.345  -0.1375
13 N -1.039 -0.698 0.172  0.8269
14 C -1.647 0.271 -0.408  -0.9386
15 B -3.239 0.409 -0.329  0.4711
16 O -3.786 1.608 -0.053  -0.6098
17 C -4.117 -0.872 -0.542  -0.5431
18 C -3.880 -1.458 -1.968  -0.8141
19 C -0.643 1.134 -1.074  -0.5002
20 B -1.196 1.632 -2.493  0.7261
21 O -1.193 2.980 -2.702  -0.6079
22 O -1.706 0.795 -3.449  -0.1486
23 C -1.225 0.972 -4.786  -0.0645
24 C -2.146 0.189 -5.737  -1.3725
25 C 0.822 0.546 -0.851  2.4785
26 C 1.397 1.602 0.151  -3.0716
27 C 2.875 1.443 0.585  -1.5755
28 C 3.697 2.704 0.251  -0.7962
29 S 5.480 2.383 0.165  -0.2338
30 C 1.657 0.252 -2.070  0.6273
31 F 0.965 -0.426 -3.005  -0.2816
32 F 2.678 -0.565 -1.760  -0.3398
33 C 2.308 1.487 -2.808  0.7707
34 F 2.231 1.278 -4.125  -0.3044
35 F 3.593 1.551 -2.538  -0.2254
36 F 1.711 2.640 -2.566  -0.2009
37 H 0.429 -3.880 -1.988  0.5207
38 H 1.074 -0.104 1.957  0.4039
39 H 2.145 -1.163 1.130  0.5760
40 H -0.238 -2.726 1.684  0.7086
41 H 0.144 -1.732 3.061  0.1353
42 H -1.588 -1.392 0.668  0.5498
43 H -4.602 1.734 -0.549  0.3275
44 H -3.820 -1.651 0.168  0.2219
45 H -5.162 -0.668 -0.328  0.4919
46 H -3.756 -0.637 -2.670  0.1149
47 H -4.688 -2.103 -2.285  0.4612
48 H -2.928 -1.983 -1.973  0.1854
49 H -0.722 2.050 -0.481  -0.0511
50 H -1.940 3.245 -3.247  0.3130
51 H -0.219 0.588 -4.925  0.1212
52 H -1.235 2.007 -5.118  0.3590
53 H -2.283 0.795 -6.630  0.3964
54 H -3.129 0.087 -5.290  0.2745
55 H -1.712 -0.748 -6.061  0.3310
56 H 0.762 1.583 1.030  1.3425
57 H 1.284 2.604 -0.251  1.0203
58 H 2.875 1.412 1.673  0.4145
59 H 3.364 0.531 0.266  0.7631
60 H 3.365 3.134 -0.689  0.2733
61 H 3.481 3.459 0.998  0.5095
62 H 5.460 1.077 -0.142  0.1313
63 N -0.723 1.716 5.224  -0.4891
64 S -1.564 0.380 5.096  1.0837
65 O -1.527 -0.494 6.215  -0.5839
66 O -1.588 -0.225 3.789  -0.4610
67 F -3.012 1.015 5.202  -0.3000
68 S 0.833 1.493 5.238  1.0268
69 O 1.542 2.643 5.675  -0.6700
70 O 1.385 0.778 4.121  -0.3907
71 F 1.044 0.484 6.440  -0.2651

[4]
The following is a quantum chemistry calculation of one molecule with the formula C19H26BrN3O3S, from OMol25.

Results
* ΔE to the lowest compared entry with this formula, charge and spin: 0.076 eV
* gap between HOMO and LUMO: 8.329 eV
* E_LUMO: 0.44 eV
* calculated total energy: -4101.7693 Ha

Last column: Mulliken charge in e.
Atoms and positions in Å:
1 O -2.435 -0.717 -0.885  -0.7999
2 C -3.340 -0.181 -0.269  0.2894
3 C -4.606 -0.860 0.068  -0.1895
4 C -5.013 -2.038 -0.784  -0.6305
5 C -4.458 -2.282 0.571  -0.4841
6 N -3.227 1.128 0.138  0.3323
7 C -4.312 2.105 0.193  -0.7268
8 C -3.677 3.429 -0.278  -0.8348
9 C -2.209 3.169 -0.105  0.6941
10 C -1.142 4.032 -0.161  -0.5069
11 C 0.127 3.514 0.088  -0.5261
12 Br 1.626 4.671 0.005  -0.2285
13 C 0.315 2.190 0.437  -0.2208
14 C -0.764 1.318 0.478  -0.2909
15 S -0.489 -0.297 1.243  1.1728
16 O 0.628 -0.097 2.121  -0.7138
17 O -1.726 -0.738 1.816  -0.6596
18 N -0.014 -1.378 0.096  -0.2307
19 C 1.238 -1.057 -0.553  0.3292
20 C 1.903 -2.300 -1.132  -0.7034
21 C 3.327 -2.023 -1.663  -1.1508
22 N 4.289 -1.453 -0.758  0.0359
23 C 4.332 -0.003 -0.590  -0.5782
24 C 4.501 0.239 0.912  -0.3186
25 C 5.191 -1.044 1.367  -0.7827
26 C 4.468 -2.096 0.533  -0.5221
27 C -2.018 1.805 0.158  -0.1754
28 H -5.376 -0.255 0.523  0.5874
29 H -6.067 -2.189 -0.957  0.2846
30 H -4.382 -2.252 -1.633  0.2074
31 H -3.449 -2.651 0.663  0.1247
32 H -5.121 -2.591 1.364  0.2675
33 H -5.138 1.796 -0.448  0.4590
34 H -4.671 2.195 1.224  0.2922
35 H -4.018 4.277 0.312  0.4007
36 H -3.906 3.631 -1.328  0.3111
37 H -1.275 5.082 -0.375  0.4967
38 H 1.287 1.823 0.725  0.6917
39 H -0.780 -1.595 -0.527  0.4596
40 H 1.102 -0.298 -1.339  0.2465
41 H 1.860 -0.646 0.241  -0.3585
42 H 1.937 -3.066 -0.358  0.3946
43 H 1.301 -2.689 -1.956  0.4156
44 H 3.264 -1.357 -2.528  0.4390
45 H 3.734 -2.980 -2.012  0.3746
46 H 5.210 0.376 -1.133  0.3594
47 H 3.451 0.499 -0.999  0.2983
48 H 3.530 0.325 1.405  -0.0846
49 H 5.080 1.136 1.126  0.4699
50 H 6.248 -1.015 1.101  0.3135
51 H 5.095 -1.223 2.436  0.3694
52 H 5.052 -3.013 0.405  0.3811
53 H 3.516 -2.356 1.019  0.2188

What did we get for maximum force? Answer: 0.395; 2.835; 3.434; 0.853 eV/Å, in the order shown.